# 1
Molecular formula: C56H97Br6N9O8
Method: DFT, wB97M-V/def2-TZVPD

```
176
Properties=species:S:1:pos:R:3:mulliken_charge:R:1
C 18.79 17.49 21.17 -0.661
C 17.46 17.16 21.42 -0.539
C 16.51 18.00 20.93 -0.459
C 16.95 19.12 20.17 0.120
C 18.25 19.45 19.90 -0.417
C 19.17 18.58 20.39 -0.456
N 15.89 19.96 19.58 1.232
O 16.19 21.03 19.05 -0.594
O 14.78 19.51 19.66 -0.524
H 19.59 16.91 21.57 0.465
H 17.22 16.23 21.85 0.504
H 15.47 17.80 21.10 0.479
H 18.50 20.30 19.26 0.599
H 20.20 18.75 20.16 0.387
C 13.40 16.08 11.76 -0.329
C 14.27 15.42 12.60 0.426
C 13.86 14.82 13.77 -0.342
C 12.53 14.92 14.10 -0.072
C 11.60 15.50 13.27 -0.677
C 12.07 16.12 12.08 -0.548
N 12.08 14.24 15.37 1.105
O 12.90 13.79 16.11 -0.574
O 10.88 14.21 15.59 -0.651
H 13.74 16.50 10.80 0.339
H 15.29 15.22 12.25 -0.075
H 14.50 14.28 14.43 0.457
H 10.54 15.36 13.46 0.478
H 11.32 16.66 11.52 0.445
C 19.04 14.84 18.13 -0.784
C 20.09 14.74 17.22 -0.434
C 19.91 14.70 15.83 -0.562
C 18.59 14.64 15.43 0.259
C 17.54 14.62 16.32 -0.172
C 17.77 14.81 17.64 -0.007
N 18.33 14.43 13.96 1.062
O 19.23 14.55 13.16 -0.630
O 17.21 14.12 13.61 -0.602
H 19.23 14.90 19.20 0.529
H 21.13 14.81 17.57 0.311
H 20.75 14.83 15.11 0.446
H 16.49 14.66 15.89 0.147
H 16.89 15.01 18.28 0.402
C 12.49 10.62 19.67 -0.207
C 13.73 10.63 20.26 -0.755
C 14.38 11.86 20.30 -0.176
C 13.80 13.03 19.79 0.134
C 12.52 12.97 19.29 -0.139
C 11.87 11.76 19.19 -0.641
N 14.55 14.32 20.07 0.999
O 14.24 15.22 19.39 -0.479
O 15.36 14.26 20.97 -0.587
H 11.93 9.71 19.60 0.372
H 14.27 9.75 20.54 0.385
H 15.41 11.89 20.65 0.361
H 12.18 13.92 18.91 0.398
H 10.84 11.73 18.73 0.326
C 10.33 22.40 15.68 0.912
Br 9.16 23.74 16.56 -0.092
Br 10.84 22.95 13.89 0.064
Br 9.50 20.66 15.59 -0.024
H 11.19 22.44 16.34 -1.050
C 13.38 22.52 18.78 1.289
Br 14.16 23.22 20.39 -0.086
Br 13.13 23.93 17.50 0.132
Br 11.81 21.55 19.12 -0.024
H 14.15 21.86 18.39 -1.198
C 20.71 21.60 13.80 -1.646
C 20.16 20.47 14.64 0.455
N 21.13 19.50 15.12 0.349
C 22.07 20.05 16.10 -0.101
C 23.36 19.21 16.16 -1.407
C 20.50 18.26 15.62 -0.885
C 19.85 18.41 17.00 -0.141
H 20.03 22.28 13.35 0.431
H 21.26 21.15 12.92 0.337
H 21.48 22.21 14.24 0.385
H 19.47 20.90 15.40 -0.005
H 19.55 19.86 14.02 -0.156
H 21.67 20.20 17.11 0.184
H 22.38 21.01 15.68 0.361
H 24.13 19.72 16.78 0.427
H 23.72 19.07 15.18 0.346
H 23.25 18.22 16.70 0.228
H 19.80 18.01 14.83 0.272
H 21.34 17.55 15.60 0.239
H 20.63 18.50 17.78 0.340
H 19.18 19.27 17.02 0.098
H 19.34 17.49 17.08 -0.077
C 15.59 18.68 8.14 -1.503
C 16.76 18.45 9.07 -0.498
N 16.78 17.33 9.99 1.053
C 17.55 17.61 11.22 -1.105
C 16.87 18.59 12.20 0.030
C 17.30 16.17 9.28 -0.767
C 16.91 14.89 9.99 -1.062
H 15.69 18.01 7.30 0.426
H 15.61 19.71 7.82 0.416
H 14.64 18.46 8.61 0.217
H 17.64 18.53 8.42 0.356
H 16.86 19.39 9.65 0.289
H 17.70 16.70 11.77 0.119
H 18.51 17.97 10.84 0.352
H 16.88 19.57 11.84 0.312
H 15.82 18.35 12.36 -0.108
H 17.45 18.53 13.16 -0.194
H 18.41 16.25 9.12 0.356
H 16.97 16.21 8.25 0.495
H 17.30 14.75 11.01 0.104
H 17.13 13.98 9.44 0.525
H 15.80 14.83 9.98 0.164
C 16.57 21.07 15.03 -0.334
C 15.43 20.54 15.93 1.585
N 14.51 19.61 15.35 0.817
C 13.33 20.33 14.76 0.389
C 12.68 19.48 13.74 -0.847
C 13.99 18.72 16.39 -0.276
C 14.97 17.64 16.88 -0.115
H 17.24 20.23 14.97 -0.256
H 17.03 21.94 15.50 0.454
H 16.05 21.40 14.14 -0.329
H 15.91 19.97 16.79 -0.927
H 14.86 21.34 16.42 -0.765
H 12.70 20.70 15.58 0.105
H 13.83 21.18 14.23 -0.351
H 11.83 20.03 13.32 0.388
H 13.35 19.17 12.93 -0.194
H 12.27 18.63 14.25 0.542
H 13.16 18.17 15.83 0.202
H 13.50 19.27 17.19 0.016
H 15.49 17.24 15.96 -0.112
H 14.38 16.91 17.47 0.297
H 15.82 18.11 17.43 -0.264
C 13.26 27.61 17.17 -1.476
C 14.34 26.99 16.35 -0.512
N 13.94 26.38 15.09 0.772
C 12.96 27.12 14.33 -0.112
C 13.31 28.53 13.87 -1.284
C 15.07 25.98 14.28 -0.054
C 16.05 25.03 14.96 -1.407
H 12.29 27.02 17.16 0.221
H 12.99 28.61 16.85 0.366
H 13.60 27.75 18.18 0.389
H 15.10 27.78 16.23 0.249
H 14.87 26.22 16.96 0.472
H 12.71 26.48 13.46 -0.394
H 12.06 27.06 14.94 0.490
H 12.82 28.83 12.95 0.441
H 13.11 29.32 14.56 0.312
H 14.35 28.54 13.61 0.306
H 15.62 26.87 13.79 0.114
H 14.66 25.54 13.36 -0.005
H 16.57 25.48 15.81 0.379
H 16.75 24.72 14.22 0.609
H 15.58 24.13 15.29 0.064
C 15.28 22.17 11.27 -0.487
C 13.83 22.65 11.37 -0.186
N 13.51 23.77 10.55 0.392
C 12.36 24.51 11.04 0.532
C 12.45 25.98 10.45 -1.737
C 13.44 23.44 9.14 -0.709
C 12.30 22.47 8.74 -1.067
H 15.43 21.67 10.35 0.399
H 15.35 21.33 12.00 -0.322
H 15.97 22.96 11.56 0.134
H 13.18 21.76 11.24 -0.020
H 13.67 22.99 12.38 0.127
H 12.51 24.58 12.13 -0.521
H 11.42 24.03 10.83 0.434
H 11.81 26.63 11.07 0.472
H 11.97 26.08 9.48 0.476
H 13.48 26.35 10.37 0.298
H 13.42 24.43 8.55 0.393
H 14.44 23.10 8.85 0.423
H 12.51 21.50 9.21 0.213
H 11.37 22.97 8.97 0.310
H 12.30 22.46 7.69 0.471
```

Values from the calculation:
LUMO: -0.613 eV
HOMO energy: -8.172 eV
Charge: 0
Total energy: -18730.26022 Eh



# 2
Molecular formula: C57H110F24O3
Method: DFT, wB97M-V/def2-TZVPD

```
194
Properties=species:S:1:pos:R:3:mulliken_charge:R:1
F -14.49 15.73 9.16 -0.299
C -13.33 15.07 9.44 0.294
F -12.34 15.99 9.60 -0.278
C -13.38 14.21 10.70 1.216
F -12.16 13.67 10.93 -0.256
F -14.24 13.17 10.55 -0.215
C -13.81 15.07 11.90 -1.591
O -14.14 14.22 12.99 -0.357
C -14.99 14.82 13.90 1.028
F -14.45 15.98 14.32 -0.300
F -16.18 15.08 13.34 -0.276
C -15.06 13.87 15.10 0.325
F -15.77 14.43 16.09 -0.312
F -15.52 12.65 14.76 -0.104
H -13.16 14.45 8.55 0.115
H -14.65 15.70 11.63 0.623
H -12.99 15.74 12.16 0.390
H -14.03 13.73 15.44 -0.037
F -9.94 4.48 7.42 -0.203
C -10.83 4.85 6.47 0.022
F -12.07 4.96 7.06 -0.257
C -10.41 6.15 5.77 0.892
F -11.35 6.56 4.87 -0.295
F -9.34 5.79 4.99 -0.316
C -10.03 7.28 6.73 0.284
O -9.42 8.31 6.01 -0.288
C -8.36 8.90 6.67 0.690
F -8.67 9.12 7.96 0.059
F -7.31 8.09 6.66 -0.248
C -8.10 10.23 5.95 -0.017
F -9.19 11.00 5.79 -0.127
F -7.13 10.95 6.58 -0.286
H -10.95 4.05 5.73 0.264
H -9.37 6.85 7.49 -0.186
H -10.93 7.58 7.27 -0.125
H -7.69 10.09 4.95 0.223
F -14.00 10.05 9.37 -0.225
C -12.66 10.11 9.17 0.778
F -12.22 8.82 9.06 -0.210
C -12.28 10.95 7.94 0.867
F -10.94 11.12 7.87 -0.195
F -12.85 12.18 8.15 -0.366
C -12.75 10.37 6.60 -0.759
O -12.61 11.38 5.61 -0.322
C -12.76 10.95 4.32 0.887
F -11.90 9.93 4.07 -0.299
F -13.99 10.46 4.10 -0.314
C -12.41 12.13 3.42 0.275
F -12.73 11.83 2.14 -0.262
F -13.14 13.23 3.81 -0.264
H -12.17 10.55 10.04 -0.606
H -13.78 10.02 6.67 0.532
H -12.05 9.58 6.33 0.016
H -11.37 12.46 3.52 0.212
C -15.88 5.96 15.96 -1.379
C -15.17 5.55 14.68 -0.225
C -13.77 6.11 14.50 -0.130
C -13.14 5.67 13.19 -0.986
C -11.73 6.28 13.00 0.714
C -11.30 6.22 11.54 -0.007
H -15.50 5.50 16.88 0.466
H -16.95 5.75 15.93 0.370
H -15.84 7.03 16.18 0.176
H -15.12 4.46 14.66 0.507
H -15.78 5.97 13.88 0.020
H -13.13 5.78 15.33 0.521
H -13.75 7.20 14.60 -0.217
H -13.11 4.58 13.16 0.377
H -13.75 5.92 12.32 0.425
H -11.68 7.26 13.48 -0.458
H -11.03 5.75 13.65 0.042
H -11.76 7.02 10.95 -0.164
H -10.22 6.34 11.50 -0.603
H -11.50 5.21 11.18 0.673
C -7.97 5.93 13.92 -1.205
C -6.87 6.90 14.32 -0.199
C -5.59 6.70 13.50 0.435
C -4.54 7.74 13.92 -0.002
C -3.32 7.81 12.97 -0.840
C -3.58 8.71 11.77 -0.651
H -7.60 4.94 14.18 0.630
H -8.10 5.91 12.84 -0.048
H -8.94 6.16 14.37 0.169
H -7.19 7.94 14.35 -0.135
H -6.66 6.72 15.38 0.791
H -5.75 6.92 12.44 -0.620
H -5.21 5.68 13.59 0.434
H -4.99 8.73 14.02 -0.515
H -4.17 7.48 14.92 0.468
H -2.44 8.11 13.55 0.433
H -3.08 6.80 12.62 0.330
H -2.70 9.06 11.25 0.403
H -4.20 8.13 11.07 -0.144
H -4.20 9.59 11.99 0.286
C -9.20 15.41 13.10 -1.664
C -10.48 14.89 13.77 0.587
C -10.24 13.82 14.83 0.708
C -9.46 14.33 16.03 -1.001
C -9.40 13.31 17.14 0.026
C -8.50 13.81 18.29 -1.601
H -8.69 14.63 12.54 0.298
H -8.55 15.81 13.88 0.445
H -9.44 16.25 12.45 0.438
H -11.00 15.77 14.17 0.412
H -11.18 14.63 12.98 -0.673
H -9.64 13.00 14.40 -0.349
H -11.20 13.33 15.03 0.121
H -8.45 14.51 15.65 0.333
H -9.82 15.30 16.36 0.344
H -10.41 13.22 17.55 0.355
H -9.09 12.32 16.81 0.165
H -8.49 13.07 19.09 0.333
H -7.55 14.24 17.96 0.306
H -9.01 14.72 18.65 0.522
C -6.77 6.06 9.89 -0.275
C -5.31 5.67 9.73 -0.740
C -4.59 6.44 8.61 -0.494
C -3.11 6.12 8.54 -0.777
C -2.36 7.12 7.64 -0.345
C -0.84 6.95 7.71 -1.285
H -7.26 5.60 10.75 0.152
H -7.35 5.86 8.99 0.588
H -6.85 7.14 10.07 -0.498
H -4.75 5.81 10.65 0.105
H -5.25 4.60 9.50 0.580
H -4.77 7.50 8.80 0.072
H -5.03 6.26 7.63 0.599
H -2.64 6.16 9.53 0.285
H -2.89 5.09 8.25 0.392
H -2.71 6.92 6.62 0.305
H -2.61 8.15 7.88 0.342
H -0.44 7.33 8.65 0.297
H -0.61 5.89 7.63 0.307
H -0.35 7.47 6.88 0.388
C -5.41 12.01 20.66 -0.720
C -4.10 11.96 19.87 -0.553
C -4.16 11.22 18.54 -0.827
C -5.15 11.74 17.49 -0.023
C -5.30 10.82 16.29 -0.762
C -6.29 11.37 15.25 -0.360
H -6.26 12.17 20.00 -0.024
H -5.39 12.86 21.34 0.310
H -5.56 11.14 21.29 0.312
H -3.76 12.98 19.68 0.301
H -3.33 11.50 20.50 0.342
H -4.44 10.18 18.77 0.345
H -3.18 11.10 18.08 0.391
H -6.16 11.80 17.91 -0.074
H -4.95 12.76 17.16 0.369
H -4.35 10.65 15.78 0.375
H -5.62 9.81 16.56 0.307
H -7.33 11.22 15.56 -0.099
H -6.13 12.43 15.06 0.498
H -6.19 10.82 14.31 -0.124
C -7.77 9.78 10.94 -1.270
C -8.74 8.77 11.52 1.945
C -9.48 9.38 12.72 -1.508
C -10.81 10.07 12.39 1.290
C -11.62 10.38 13.64 0.036
C -12.80 11.28 13.36 0.260
H -8.29 10.64 10.49 0.292
H -7.15 9.35 10.15 0.154
H -7.19 10.30 11.71 0.057
H -9.49 8.34 10.85 -0.137
H -8.19 7.92 11.93 -0.645
H -8.80 10.02 13.29 0.215
H -9.69 8.58 13.44 0.106
H -10.61 10.99 11.84 0.828
H -11.41 9.34 11.83 -0.777
H -11.97 9.45 14.11 -0.197
H -11.01 10.81 14.45 0.157
H -13.60 11.33 14.10 0.589
H -12.47 12.31 13.20 -0.586
H -13.30 11.06 12.41 -0.830
C -18.39 8.93 15.28 -1.354
C -17.70 8.45 13.99 -0.377
C -16.34 9.07 13.74 -0.040
C -15.75 8.76 12.35 0.592
C -16.53 9.43 11.21 -0.656
C -16.53 10.95 11.22 -1.120
H -18.35 10.02 15.35 0.320
H -17.93 8.45 16.14 0.254
H -19.43 8.60 15.33 0.394
H -17.61 7.36 14.05 0.124
H -18.38 8.65 13.16 0.347
H -15.68 8.70 14.54 0.146
H -16.38 10.16 13.85 0.176
H -14.75 9.20 12.30 -0.697
H -15.67 7.68 12.20 0.250
H -16.09 9.05 10.29 0.287
H -17.55 9.07 11.04 0.534
H -15.58 11.40 11.51 -0.052
H -16.72 11.33 10.22 0.444
H -17.30 11.24 11.93 0.431
```

Values from the calculation:
LUMO: 0.582 eV
HOMO energy: -10.623 eV
Charge: 0
Total energy: -4860.36975 Eh
SMILES string: FC(F)C(F)(F)COC(F)(F)C(F)F.FC(F)C(F)(F)COC(F)(F)C(F)F.FC(F)C(F)(F)COC(F)(F)C(F)F.CCCCCC.CCCCCC.CCCCCC.CCCCCC.CCCCCC.CCCCCC.CCCCCC



Q: Number 1 is which compound?
A: C56H97Br6N9O8



Q: Which of these has the lowest total energy?
A: C56H97Br6N9O8



Q: Which value of charge does entry 1 give?
A: 0